ORCA calculation (ωB97M-V/def2-TZVPD) on a molecular structure, C31H47NO4P2Ru in a non-equilibrium geometry.

For the strongest force on any atom, the calculation gives 6.48 eV Å⁻¹. For the HOMO energy (alpha / beta), the calculation gives -10.318 / -10.476 eV. As for the spin multiplicity: 6. Its total charge is +1. For the LUMO energy (alpha / beta), the calculation gives -3.86 / -5.75 eV. The calculation puts the energy relative to the best compared isomer or geometry (same formula, charge and spin) at 0.0 kcal per mole. As for the gap between HOMO and LUMO (alpha / beta): 6.45 / 4.72 eV.

Geometry (Å):
Ru -0.10 -1.24 -3.14
C -0.26 -3.04 0.66
C 1.05 -3.03 0.11
C 1.11 -1.81 2.06
C -0.22 -2.30 1.87
C 1.89 -2.25 0.95
C -1.47 -3.63 0.04
H -1.36 -3.75 -1.05
H -2.36 -3.00 0.23
H -1.70 -4.63 0.45
C -1.36 -2.01 2.77
H -2.30 -2.36 2.33
H -1.44 -0.93 2.94
H -1.25 -2.50 3.75
C 1.56 -0.97 3.19
H 1.47 -1.50 4.15
H 0.93 -0.07 3.25
H 2.60 -0.65 3.07
C 3.28 -1.83 0.65
H 4.01 -2.34 1.30
H 3.41 -0.75 0.82
H 3.56 -2.05 -0.39
C 1.42 -3.62 -1.19
H 1.59 -4.71 -1.11
H 2.35 -3.19 -1.59
H 0.63 -3.48 -1.96
C -1.03 -0.28 -4.63
C -1.09 -1.72 -4.75
C -0.21 -2.47 -5.71
C 1.30 -2.23 -5.41
C 1.60 -1.65 -4.05
C 1.49 -0.23 -3.73
C 1.25 0.78 -4.84
C -0.12 0.58 -5.50
H -0.44 -2.22 -6.77
H 1.77 -1.61 -6.19
H -0.43 -3.54 -5.54
H -0.01 0.17 -6.51
H -1.99 0.23 -4.44
H -2.05 -2.17 -4.51
H -0.60 1.57 -5.61
H 1.29 1.81 -4.43
H 2.15 0.15 -2.95
H 2.07 0.72 -5.58
H 1.77 -3.22 -5.41
H 2.39 -2.17 -3.51
P -1.42 0.20 -1.16
P 1.52 1.30 -0.49
C -1.07 1.96 -1.65
C 0.36 2.48 -1.33
H -1.80 2.58 -1.11
H -1.26 2.03 -2.73
H 0.87 2.79 -2.26
H 0.30 3.35 -0.67
C 1.69 1.94 1.19
H 2.49 1.41 1.73
H 0.71 1.74 1.73
H 1.87 3.02 1.15
C 3.19 1.70 -1.15
H 3.15 2.56 -1.82
H 3.58 0.83 -1.70
H 3.86 1.91 -0.30
C -2.25 0.43 0.44
H -2.57 -0.55 0.81
H -3.13 1.06 0.24
H -1.60 0.92 1.20
C -2.94 -0.50 -1.95
H -2.67 -1.37 -2.59
H -3.45 0.27 -2.54
H -3.58 -0.86 -1.14
O -1.20 3.61 2.11
C -1.07 2.66 2.89
O -0.70 1.44 2.58
C -1.30 2.82 4.36
C -1.48 4.11 4.90
C -1.60 4.30 6.27
C -1.54 3.18 7.14
C -1.37 1.88 6.62
C -1.26 1.71 5.24
N -1.58 3.36 8.55
O -1.72 4.52 9.01
O -1.49 2.35 9.28
H -1.51 4.96 4.22
H -1.74 5.29 6.70
H -1.33 1.03 7.29
H -1.13 0.70 4.84

And the Mulliken charges, in e, turn out to be: -0.287, 0.434, 0.609, 0.752, 0.746, 0.527, -1.421, 0.239, 0.295, 0.375, -0.982, 0.419, 0.025, 0.402, -0.959, 0.407, -0.097, 0.431, -1.558, 0.379, 0.247, 0.317, -1.390, 0.412, 0.147, 0.305, 0.205, -0.833, -1.072, -0.977, -0.348, 0.910, -1.123, -1.003, 0.357, 0.275, 0.393, 0.266, 0.646, 0.640, 0.468, 0.310, -0.421, 0.435, 0.414, 0.658, 1.159, 1.040, -0.986, -1.340, 0.513, 0.470, 0.564, 0.620, 0.243, 0.429, -1.406, 0.585, -1.536, 0.412, 0.395, 0.465, 0.124, 0.262, 0.569, -1.257, -1.227, 0.202, 0.363, 0.515, -0.728, 0.227, -0.726, 0.173, -0.444, -0.431, -0.072, -0.465, -0.108, 0.934, -0.584, -0.591, 0.478, 0.476, 0.461, 0.248